Model w:
{
  "formula": "C4H13N3",
  "method": "ωB97M-V/def2-TZVPD",
  "symbols": ["N", "C", "C", "N", "C", "C", "N", "H", "H", "H", "H", "H", "H", "H", "H", "H", "H", "H", "H", "H"],
  "coordinates": [[-1.8510, 2.8447, 0.6538], [-1.7300, 1.3738, 0.6598], [-0.2293, 0.9112, 0.5909], [0.2614, 0.2365, -0.6471], [0.0907, -1.2598, -0.5149], [1.3406, -1.9681, -1.0111], [2.5252, -1.3850, -0.3313], [-2.7700, 3.0392, 1.0408], [-1.2568, 3.3630, 1.2925], [-2.1396, 1.0120, 1.6114], [-2.0778, 0.9253, -0.3016], [-0.0750, 0.2813, 1.4876], [0.4271, 1.7833, 0.7336], [-0.3998, 0.4477, -1.3871], [-0.7456, -1.3957, -1.2321], [-0.1799, -1.5569, 0.4917], [1.5244, -1.9950, -2.0830], [1.2538, -3.0377, -0.7106], [3.3498, -1.6783, -0.8538], [2.6816, -1.9417, 0.5106]],
  "charge": 0,
  "smiles": "NCCNCCN",
  "homo_ev": -8.654,
  "gap_ev": 9.754
}

Model x:
{
  "formula": "C4H13N3",
  "method": "ωB97M-V/def2-TZVPD",
  "symbols": ["C", "N", "C", "C", "C", "N", "N", "H", "H", "H", "H", "H", "H", "H", "H", "H", "H", "H", "H", "H"],
  "coordinates": [[-1.2528, 0.2608, 1.3300], [-0.9730, -0.8329, 0.4156], [-0.6163, -2.0516, 1.1364], [-0.0222, -0.5556, -0.6862], [0.5665, 0.8851, -0.8796], [1.8744, 1.0178, -0.2862], [0.8089, 1.1825, -2.2709], [-1.7159, 1.1013, 0.8027], [-0.3576, 0.6093, 1.8545], [-1.9878, -0.0459, 2.0837], [-1.4114, -2.3321, 1.8369], [0.3150, -1.9330, 1.7012], [-0.5023, -2.8950, 0.4462], [-0.5657, -0.8291, -1.6006], [0.8215, -1.2619, -0.6507], [-0.1036, 1.6514, -0.4841], [1.8370, 0.7436, 0.6927], [2.1769, 1.9825, -0.3241], [1.1904, 2.1170, -2.3516], [-0.0821, 1.1858, -2.7658]],
  "charge": 0,
  "smiles": "CN(C)CC(N)N",
  "homo_ev": -8.302,
  "gap_ev": 9.198
}

Most stable of them? model x.

Model w:
{
  "formula": "C4H3NO3",
  "method": "ωB97M-V/def2-TZVPD",
  "symbols": ["C", "C", "C", "C", "H", "H", "H", "N", "O", "O", "O"],
  "coordinates": [[0.3434, 0.4507, 0.5560], [-0.6641, -0.6487, 0.5487], [1.1056, -0.4143, -0.4477], [-1.7025, -0.3106, -0.3882], [1.1026, 1.7765, -0.5260], [0.6746, 0.3331, 1.5033], [-0.8506, -1.3707, 1.4807], [-2.4724, 0.1198, -1.2747], [0.0973, 1.7490, -0.0057], [0.3817, -1.5831, -0.1865], [1.9843, -0.1016, -1.2598]],
  "charge": 0,
  "homo_ev": -11.335,
  "gap_ev": 11.250
}

Model x:
{
  "formula": "C4H3NO3",
  "method": "ωB97M-V/def2-TZVPD",
  "symbols": ["O", "C", "N", "C", "C", "O", "C", "O", "H", "H", "H"],
  "coordinates": [[-2.8026, -0.3789, -0.1795], [-1.7785, 0.2661, -0.0374], [-0.3828, -0.0908, 0.4138], [0.1950, -1.4289, 0.1068], [1.6031, -1.3263, -0.1547], [1.8748, 0.0730, -0.1594], [0.7354, 0.8236, 0.1382], [0.6382, 1.9920, -0.0526], [-1.6857, 1.3938, -0.1259], [-0.4943, -2.3034, 0.0738], [2.6465, -1.9497, -0.0294]],
  "charge": 0,
  "smiles": "O=Cn1ccoc1=O",
  "homo_ev": -9.391,
  "gap_ev": 9.565
}

Model y:
{
  "formula": "C4H3NO3",
  "method": "ωB97M-V/def2-TZVPD",
  "symbols": ["O", "C", "O", "C", "N", "C", "C", "O", "H", "H", "H"],
  "coordinates": [[-2.6209, -0.8799, -0.5904], [-1.4435, -0.9094, -0.7247], [-0.8019, -1.9032, -1.5409], [-0.5244, 0.0241, -0.0542], [0.6754, 0.1539, -0.7143], [1.3479, 0.7900, 0.3082], [0.5525, 1.0831, 1.4220], [-0.7014, 0.5691, 1.1699], [0.2680, -1.6978, -1.5902], [2.3946, 1.1577, 0.0118], [0.8539, 1.6124, 2.3028]],
  "charge": 0,
  "smiles": "O=C(O)c1ncco1",
  "homo_ev": -9.977,
  "gap_ev": 9.775
}

Most stable of them? model y.

Model w:
{
  "formula": "C3H14NO4",
  "method": "ωB97M-V/def2-TZVPD",
  "symbols": ["O", "C", "C", "C", "N", "H", "H", "H", "H", "H", "H", "H", "H", "H", "H", "O", "H", "H", "O", "H", "H", "O"],
  "coordinates": [[-1.3171, 1.2710, -1.8720], [-1.9731, 0.4190, -1.3505], [-1.5877, -0.1542, 0.0095], [-1.8401, -1.6647, 0.0075], [-0.1510, 0.1934, 0.1673], [-2.8661, -0.0136, -1.8283], [-2.2082, 0.3585, 0.7369], [-1.2821, -2.0793, -0.8348], [-2.8935, -1.7884, -0.2210], [-1.5500, -2.1261, 0.9453], [0.1118, 0.5648, 1.0885], [0.1271, 0.8232, -0.5931], [0.3872, -0.6742, 0.1306], [2.6784, -0.1230, -2.5606], [2.0846, 1.1140, -1.8853], [2.0112, 0.1570, -1.9269], [1.0148, 2.1073, 2.6711], [0.9228, 3.1384, 1.6077], [0.4553, 2.3674, 1.9287], [2.7326, -0.8888, 1.9160], [2.7474, -1.9393, 0.8339], [2.3958, -1.0626, 1.0294]],
  "charge": 1,
  "homo_ev": -14.427,
  "gap_ev": 11.396
}

Model x:
{
  "formula": "C3H14NO4",
  "method": "ωB97M-V/def2-TZVPD",
  "symbols": ["C", "C", "C", "N", "H", "H", "H", "H", "H", "H", "H", "H", "O", "H", "H", "O", "H", "H", "O", "H", "H", "O"],
  "coordinates": [[2.5963, 0.7304, -1.7068], [2.9235, 2.0060, -1.6584], [0.4247, 0.6022, -0.6119], [1.4402, 0.0952, -1.1590], [3.1280, 0.1072, -2.4181], [2.4900, 2.8250, -1.0934], [3.7871, 2.3662, -2.2046], [-0.4044, -0.0169, -0.3218], [0.2414, 1.6634, -0.4499], [1.5384, -0.9140, -1.1850], [-2.1285, -3.4346, 1.9113], [-2.0678, -4.2076, 0.6069], [-1.5945, -3.5301, 1.1133], [-2.2556, 1.3709, -4.2509], [-3.2551, 2.3753, -3.7186], [-2.7488, 1.5979, -3.4481], [-2.6313, 1.5427, 5.6069], [-2.0195, 0.3498, 6.2393], [-1.7611, 1.2138, 5.8675], [0.3456, -2.8120, 0.6309], [1.2267, -2.0230, 1.5367], [0.7245, -1.9080, 0.7137]],
  "charge": 1,
  "homo_ev": -13.483,
  "gap_ev": 8.664
}

Most stable of them? model w.

Model w:
{
  "formula": "Br2H4Si2",
  "method": "ωB97M-V/def2-TZVPD",
  "symbols": ["Si", "Si", "Br", "Br", "H", "H", "H", "H"],
  "coordinates": [[-0.1793, 0.0779, 0.5219], [1.9079, -0.0591, -0.4478], [3.0085, 1.8615, -0.0492], [3.0939, -1.8841, 0.1493], [-0.5439, -1.2623, 0.7497], [0.0156, 0.8448, 1.7927], [-0.9301, 0.5816, -0.7347], [1.5822, -0.1973, -2.1486]],
  "charge": 0,
  "smiles": "[SiH3][SiH](Br)Br",
  "homo_ev": -9.848,
  "gap_ev": 10.175
}

Model x:
{
  "formula": "Br2H4Si2",
  "method": "ωB97M-V/def2-TZVPD",
  "symbols": ["Si", "Si", "Br", "Br", "H", "H", "H", "H"],
  "coordinates": [[-1.0922, 0.3097, -0.4974], [0.8515, -0.2239, 0.6962], [1.8697, -2.0838, -0.1392], [2.5386, 2.1781, -0.0625], [-1.1142, 0.2647, -1.9926], [-1.6829, -1.1072, -0.0227], [-1.9499, 1.3852, -0.0851], [0.5793, -0.7229, 2.1034]],
  "charge": 0,
  "homo_ev": -9.674,
  "gap_ev": 7.744
}

Most stable of them? model w.

Model w:
{
  "formula": "C3H8NO",
  "method": "ωB97M-V/def2-TZVPD",
  "symbols": ["C", "N", "H", "H", "H", "H", "C", "C", "O", "H", "H", "H", "H"],
  "coordinates": [[-0.0540, 2.4423, 0.5774], [0.1097, 1.2750, 1.0471], [0.5908, 3.2607, 0.8770], [-0.8961, 2.6708, -0.0604], [-0.4376, 0.5303, 0.5268], [0.9428, 1.0192, 1.5664], [0.8424, -1.9793, -0.8937], [-0.2325, -1.5833, -0.2293], [-0.9130, -0.4236, -0.6950], [1.6618, -2.5009, -0.4178], [0.8467, -1.9449, -1.9783], [-0.6591, -2.0623, 0.6425], [-1.8020, -0.7040, -0.9627]],
  "charge": 1,
  "homo_ev": -13.610,
  "gap_ev": 8.470
}

Model x:
{
  "formula": "C3H8NO",
  "method": "ωB97M-V/def2-TZVPD",
  "symbols": ["C", "N", "H", "H", "H", "H", "C", "C", "O", "H", "H", "H", "H"],
  "coordinates": [[0.5718, -1.6997, -1.1744], [1.3159, -0.8019, -0.6991], [0.8028, -2.5947, -1.7410], [-0.5029, -1.6311, -1.0639], [0.9085, -0.0154, -0.1638], [2.3177, -0.7874, -0.8297], [-0.5847, 1.9213, 0.2703], [-0.5762, 0.9056, 1.1217], [-1.3476, -0.2145, 0.7806], [0.0217, 2.8046, 0.4229], [-1.2302, 1.9621, -0.5961], [-0.1004, 0.7845, 2.0860], [-1.5965, -0.6333, 1.5864]],
  "charge": 1,
  "homo_ev": -13.642,
  "gap_ev": 8.342
}

Model y:
{
  "formula": "C3H8NO",
  "method": "ωB97M-V/def2-TZVPD",
  "symbols": ["C", "C", "C", "N", "O", "H", "H", "H", "H", "H", "H", "H", "H"],
  "coordinates": [[1.2825, -0.4436, -1.1761], [-1.4943, 1.0329, 1.6063], [0.0201, -1.2580, -1.0072], [-0.4348, 0.6771, 0.8916], [-0.9163, -0.7893, -0.1897], [1.9102, -0.8662, -1.9548], [1.0129, 0.5868, -1.4195], [1.8373, -0.4092, -0.2386], [-2.4300, 0.4934, 1.4072], [-1.6309, 2.1285, 1.4818], [-1.2360, 0.9297, 2.6831], [0.2940, -2.2885, -0.6738], [-0.4824, -1.4161, -1.9882]],
  "charge": 1,
  "homo_ev": [-16.176, -16.787],
  "gap_ev": [7.883, 10.229]
}

Model z:
{
  "formula": "C3H8NO",
  "method": "ωB97M-V/def2-TZVPD",
  "symbols": ["N", "C", "C", "C", "O", "H", "H", "H", "H", "H", "H", "H", "H"],
  "coordinates": [[-0.2349, -0.5200, -1.7027], [-0.5908, -0.1236, -0.2908], [0.6532, 0.2165, 0.5273], [0.2262, 0.6035, 1.9530], [-0.6118, 0.0125, 2.5649], [0.7567, -0.3474, -1.8771], [-0.7563, 0.0214, -2.3951], [-0.4298, -1.5123, -1.8460], [-1.2438, 0.7427, -0.2654], [-1.1650, -0.9167, 0.1856], [1.2260, 1.0469, 0.1161], [1.3319, -0.6369, 0.6374], [0.8384, 1.4135, 2.3926]],
  "charge": 1,
  "smiles": "[NH3+]CCC=O",
  "homo_ev": -14.030,
  "gap_ev": 9.941
}

Most stable of them? model z.

Model w:
{
  "formula": "C3H3I3O",
  "method": "ωB97M-V/def2-TZVPD",
  "symbols": ["C", "C", "C", "O", "I", "I", "I", "H", "H", "H"],
  "coordinates": [[1.4242, -0.4349, 0.0763], [0.5655, 0.4496, -0.3676], [-0.8019, 0.5850, 0.0362], [-1.2399, -0.4720, 1.1984], [-1.2264, 2.5167, 0.8216], [-2.0923, 0.2128, -1.6058], [-1.2842, -2.3110, 0.6051], [2.5001, -0.4474, -0.2187], [1.1853, -1.0562, 0.8399], [0.9695, 0.9574, -1.3855]],
  "charge": 0,
  "homo_ev": -9.030,
  "gap_ev": 8.384
}

Model x:
{
  "formula": "C3H3I3O",
  "method": "ωB97M-V/def2-TZVPD",
  "symbols": ["C", "C", "C", "O", "I", "I", "I", "H", "H", "H"],
  "coordinates": [[1.1959, 0.1370, -0.4683], [0.1155, -0.7352, 0.1454], [-1.1977, -0.6243, -0.1267], [-0.2055, 1.9838, 1.4404], [-1.9726, 0.8033, -1.4431], [-2.6044, -2.0023, 0.6327], [1.5053, 1.6427, 1.0756], [2.0499, -0.3545, -0.8195], [0.7070, 0.7219, -1.1810], [0.4066, -1.5725, 0.7446]],
  "charge": 0,
  "homo_ev": -8.699,
  "gap_ev": 8.525
}

Most stable of them? model w.